Entry 1:
9
Properties=species:S:1:pos:R:3:mulliken_charge:R:1 method="wB97M-V/def2-TZVPD" relative_energy_kcal_mol=160.60 e_homo_ev=-8.9997 energy_ha=-321.12171 multiplicity=1 fmax_ev_per_a=4.2 gap_ev=8.92
C 0.734 0.950 0.906 0.26
C -0.908 -0.903 -0.460 0.02
C 0.163 -0.342 -1.026 -0.35
O -1.380 -0.013 0.445 -0.23
O 1.650 0.281 0.448 -0.43
N -0.426 1.054 0.188 -0.36
H 0.757 1.381 1.913 0.38
H -1.532 -1.744 -0.726 0.36
H 0.943 -0.663 -1.688 0.35

***

Entry 2:
63
Properties=species:S:1:pos:R:3:mulliken_charge:R:1 method="wB97M-V/def2-TZVPD" relative_energy_kcal_mol=35.75 e_homo_ev=-7.2295 energy_ha=-10545.23627 multiplicity=1 fmax_ev_per_a=3.3 gap_ev=6.73
Cu -1.579 -0.942 0.271 -0.37
Cl -7.197 -1.483 4.328 -0.25
C -5.991 -1.570 3.118 0.50
C -4.881 -0.725 3.126 -0.79
C -3.958 -0.823 2.120 0.68
Cl -2.801 0.466 2.000 -0.23
C -3.959 -1.972 1.258 0.45
O -2.910 -2.243 0.506 -0.97
C -5.117 -2.834 1.267 0.26
Cl -5.303 -4.164 0.271 -0.21
C -6.137 -2.564 2.144 -0.55
H -4.727 -0.099 4.000 0.41
H -7.144 -3.033 2.128 0.30
F -7.379 1.327 1.037 -0.17
B -7.172 2.333 0.188 0.60
F -6.006 -1.451 -2.506 -0.27
F -7.973 3.405 0.170 -0.23
F -6.296 2.040 -0.779 -0.19
Cl -3.963 0.119 -4.297 -0.28
Ge -5.184 -1.633 -4.027 1.07
Cl -6.655 -1.479 -5.567 -0.27
Cl -3.933 -3.349 -3.812 -0.24
C 4.551 -1.217 -0.977 -1.64
C 3.087 -0.937 -1.336 2.28
C 2.941 -0.355 -2.775 -1.84
C 2.267 -2.207 -1.432 -1.91
Si 2.302 0.512 -0.306 -0.16
Br 0.030 0.306 -0.664 0.06
C 2.779 2.318 -0.809 2.23
C 2.445 3.164 0.469 -1.65
C 4.291 2.537 -1.106 -1.60
C 1.866 2.901 -1.956 -1.99
C 2.518 0.089 1.664 2.22
C 1.537 0.819 2.528 -1.82
C 2.272 -1.432 1.792 -2.10
C 3.939 0.423 2.038 -1.56
H 5.045 -1.743 -1.798 0.53
H 4.666 -1.989 -0.129 0.27
H 5.190 -0.310 -0.760 0.24
H 3.427 -1.052 -3.496 0.49
H 3.440 0.575 -2.995 0.35
H 1.876 -0.233 -3.073 0.32
H 2.770 -2.983 -1.944 0.55
H 1.280 -2.067 -1.920 0.32
H 1.985 -2.591 -0.460 0.35
H 3.138 2.858 1.267 0.35
H 1.403 2.927 0.767 0.22
H 2.506 4.263 0.244 0.52
H 4.916 2.410 -0.204 0.31
H 4.431 3.497 -1.609 0.47
H 4.680 1.815 -1.785 0.38
H 0.840 3.112 -1.741 0.38
H 1.978 2.439 -2.891 0.42
H 2.363 3.861 -2.149 0.57
H 0.575 0.298 2.549 0.24
H 1.408 1.917 2.378 0.28
H 1.951 0.758 3.549 0.52
H 1.316 -1.763 1.420 0.31
H 2.211 -1.656 2.879 0.52
H 2.995 -2.044 1.266 0.29
H 4.254 1.473 1.970 0.28
H 4.755 -0.123 1.502 0.21
H 4.042 0.103 3.088 0.54

***

Entry 3:
64
Properties=species:S:1:pos:R:3:mulliken_charge:R:1 method="wB97M-V/def2-TZVPD" e_homo_ev="-7.8549 / -7.7767" energy_ha=-3137.64986 multiplicity=2 fmax_ev_per_a=3.5 gap_ev="6.94 / 6.47" s2=1.138
Pd -0.271 0.676 0.120 0.16
C -5.900 1.424 0.047 -1.38
C -4.450 1.428 -0.415 -0.16
O -3.834 0.228 0.028 -0.30
P -2.408 -0.319 -0.629 1.03
S -2.422 -2.106 0.298 -0.75
S -1.160 2.796 0.253 -0.36
O -2.783 -0.558 -2.202 -0.13
C -3.557 -1.665 -2.677 -0.41
C -5.050 -1.379 -2.671 -0.97
H -6.407 2.302 -0.344 0.41
H -5.966 1.437 1.132 0.29
H -6.412 0.535 -0.310 0.29
H -3.908 2.287 -0.003 0.27
H -4.395 1.483 -1.506 0.41
H -3.346 -2.547 -2.064 0.37
H -3.210 -1.853 -3.695 0.31
H -5.401 -1.284 -1.647 0.08
H -5.578 -2.194 -3.160 0.45
H -5.266 -0.454 -3.202 0.29
F 5.902 1.321 -3.341 -0.34
C 5.389 1.763 -2.175 0.23
C 5.080 0.869 -1.212 0.09
N 4.582 1.249 -0.012 0.19
C 4.216 0.314 1.022 -1.09
C 2.669 0.318 1.290 0.51
O 2.326 0.078 2.447 -0.83
O 1.942 0.542 0.301 -0.57
C 4.315 2.581 0.264 0.35
O 3.865 2.953 1.318 -0.63
N 4.640 3.458 -0.748 -0.06
C 5.188 3.194 -2.000 0.36
O 5.437 4.081 -2.780 -0.63
H 5.236 -0.189 -1.366 0.32
H 4.698 0.600 1.962 0.33
H 4.507 -0.698 0.742 0.38
H 4.463 4.435 -0.537 0.23
N -2.815 -0.738 2.876 0.16
C -1.851 -1.546 3.633 -0.82
C -0.479 -1.332 2.980 -0.78
N -0.359 0.033 2.453 0.42
C -1.096 0.961 3.295 -0.99
C -2.588 0.712 3.048 0.09
H -3.780 -0.970 3.100 0.34
H -2.670 -1.121 1.781 -0.37
H -2.131 -2.596 3.560 0.33
H -1.860 -1.248 4.685 0.41
H -0.361 -2.025 2.142 0.42
H 0.314 -1.525 3.710 0.34
H 0.667 0.249 2.479 0.40
H -0.846 1.990 3.021 0.57
H -0.843 0.823 4.358 0.28
H -2.889 1.213 2.124 -0.28
H -3.181 1.084 3.887 0.43
C -0.051 0.121 -4.248 -1.21
S -0.182 0.664 -2.494 1.15
C 1.304 1.738 -2.522 -1.22
O 0.211 -0.565 -1.762 -0.64
H 0.885 -0.405 -4.386 0.32
H -0.127 0.973 -4.912 0.44
H -0.884 -0.555 -4.406 0.24
H 1.175 2.478 -3.301 0.62
H 2.178 1.123 -2.696 0.35
H 1.372 2.227 -1.547 0.25

***

Entry 4:
50
Properties=species:S:1:pos:R:3:mulliken_charge:R:1 method="wB97M-V/def2-TZVPD" smiles="CC(C)(C)c1ccc([C@H](CC(=O)O)NC(=O)Cc2ccc(Cl)cc2)cc1" relative_energy_kcal_mol=0.00 e_homo_ev=-8.9762 energy_ha=-1555.36308 multiplicity=1 fmax_ev_per_a=0.7 gap_ev=9.60
C -1.690 4.215 2.443 -1.63
C -0.475 3.552 3.107 2.12
C -0.855 3.196 4.547 -2.13
C 0.698 4.541 3.151 -1.62
C -0.062 2.337 2.291 0.71
C -0.013 1.053 2.817 -0.41
C 0.374 -0.026 2.039 -1.28
C 0.728 0.144 0.710 0.58
C 1.159 -1.038 -0.130 -0.17
C 2.631 -0.898 -0.540 -0.98
C 3.148 -2.121 -1.245 0.43
O 2.488 -3.042 -1.651 -0.55
O 4.478 -2.076 -1.388 -0.46
N 0.292 -1.214 -1.290 0.15
C 0.424 -0.637 -2.497 0.54
O 1.229 0.232 -2.769 -0.69
C -0.585 -1.123 -3.541 -1.09
C -1.190 -2.466 -3.269 -0.03
C -2.556 -2.608 -3.053 -0.31
C -3.113 -3.851 -2.806 -0.76
C -2.293 -4.966 -2.770 0.44
Cl -2.982 -6.523 -2.461 -0.22
C -0.927 -4.848 -2.975 -0.84
C -0.384 -3.602 -3.225 0.32
C 0.680 1.424 0.173 -1.19
C 0.291 2.495 0.952 -0.69
H -1.458 4.553 1.437 0.33
H -2.012 5.075 3.025 0.46
H -2.517 3.510 2.383 0.37
H -1.696 2.507 4.570 0.44
H -0.015 2.752 5.076 0.43
H -1.146 4.099 5.078 0.43
H 0.973 4.873 2.154 0.33
H 1.568 4.072 3.606 0.38
H 0.429 5.415 3.740 0.45
H -0.276 0.868 3.845 0.43
H 0.402 -1.013 2.479 0.35
H 1.055 -1.953 0.465 0.70
H 3.252 -0.698 0.333 0.61
H 2.736 -0.059 -1.232 0.33
H 4.795 -2.855 -1.872 0.37
H -0.400 -1.942 -1.210 0.29
H -1.363 -0.359 -3.610 0.37
H -0.053 -1.132 -4.496 0.37
H -3.197 -1.739 -3.081 0.35
H -4.174 -3.954 -2.644 0.42
H -0.296 -5.722 -2.939 0.43
H 0.682 -3.506 -3.365 0.35
H 0.945 1.582 -0.861 0.43
H 0.268 3.475 0.500 0.35

***

Entry 5:
61
Properties=species:S:1:pos:R:3:mulliken_charge:R:1 method="wB97M-V/def2-TZVPD" relative_energy_kcal_mol=4.31 e_homo_ev="-7.1854 / -7.2873" energy_ha=-2983.44749 multiplicity=2 fmax_ev_per_a=1.1 gap_ev="6.34 / 6.21" s2=0.760
Tc 0.208 -1.768 -0.572 0.14
N -1.921 -5.175 1.093 0.09
C -1.896 -3.838 0.997 -0.25
N -0.823 -3.486 0.325 0.40
C -0.224 -4.667 0.014 0.16
N -0.862 -5.721 0.465 -0.75
C 1.006 -4.653 -0.781 0.28
C 1.781 -5.773 -1.037 -0.37
N 2.912 -5.693 -1.725 -0.60
C 3.267 -4.489 -2.155 -0.38
C 2.508 -3.352 -1.913 -0.36
N 1.374 -3.442 -1.231 0.48
H -2.605 -5.764 1.539 0.19
H -2.646 -3.181 1.398 0.52
H 1.474 -6.741 -0.666 0.46
H 4.192 -4.411 -2.711 0.39
H 2.781 -2.365 -2.262 0.49
S 1.303 -2.051 1.497 -0.37
C 0.335 -0.860 2.355 0.53
N 0.420 -0.764 3.621 -0.81
N -0.275 0.146 4.304 0.08
C -1.374 0.956 3.940 0.77
C -1.445 2.237 4.463 -0.41
C -2.552 3.035 4.200 -0.55
C -3.583 2.559 3.410 -0.63
C -3.511 1.266 2.901 -0.50
C -2.423 0.462 3.169 -0.46
N -0.387 0.119 1.661 0.14
N -0.516 -0.018 0.442 0.31
C -0.992 1.220 -0.149 -0.14
C -1.619 1.231 -1.382 -0.44
C -2.044 2.437 -1.924 -0.67
C -1.829 3.624 -1.246 -0.57
C -1.181 3.604 -0.016 -0.94
C -0.757 2.409 0.533 0.33
H 0.056 0.245 5.250 0.23
H -0.627 2.616 5.062 0.42
H -2.594 4.036 4.607 0.37
H -4.436 3.183 3.190 0.42
H -4.316 0.881 2.290 0.39
H -2.377 -0.546 2.773 0.53
H -1.777 0.307 -1.912 0.07
H -2.540 2.438 -2.884 0.44
H -2.147 4.562 -1.677 0.43
H -0.987 4.527 0.514 0.45
H -0.223 2.394 1.473 0.54
Cl 3.415 4.491 -5.382 -0.23
C 2.984 3.363 -4.127 0.45
C 2.201 2.267 -4.446 -0.89
C 1.868 1.369 -3.445 -0.19
C 2.302 1.577 -2.143 0.48
C 3.077 2.691 -1.841 -0.27
C 3.431 3.588 -2.835 -0.75
C 1.907 0.648 -1.034 0.16
O 1.964 0.985 0.133 -0.57
O 1.460 -0.503 -1.462 -0.28
H 1.862 2.124 -5.460 0.42
H 1.261 0.502 -3.666 0.40
H 3.387 2.846 -0.818 0.46
H 4.039 4.453 -2.616 0.42
S -1.288 -2.139 -2.103 -0.46